[1]
Computed, not measured: a structure of composition C39H43As2CeClSi2, with ωB97M-V with the def2-TZVPD basis set.

Calculated values
**Frontier orbital gap**: 4.35 eV
**Net charge**: +2
**HOMO**: -12.03 eV

Geometry (Å):
1 C -1.79 -1.05 4.75
2 C -2.51 -0.36 3.71
3 C -2.60 -1.24 2.58
4 H -2.97 0.62 3.80
5 C -1.94 -2.47 2.92
6 C -1.43 -2.35 4.26
7 H -0.91 -3.11 4.84
8 H -1.60 -0.67 5.75
9 H -3.07 -1.00 1.63
10 H -1.82 -3.34 2.27
11 Ce -0.15 -0.66 2.78
12 Si 2.74 -0.05 -5.78
13 C 1.79 1.44 -6.34
14 C 2.26 2.23 -7.40
15 H 3.19 1.96 -7.91
16 C 1.53 3.35 -7.79
17 H 1.89 3.96 -8.62
18 C 0.36 3.70 -7.12
19 H -0.20 4.59 -7.42
20 C -0.11 2.91 -6.06
21 H -1.04 3.17 -5.55
22 C 0.62 1.79 -5.66
23 H 0.28 1.19 -4.81
24 C 1.85 -1.57 -6.32
25 C 0.67 -1.53 -7.09
26 H 0.27 -0.58 -7.44
27 C 0.01 -2.72 -7.42
28 H -0.93 -2.69 -7.97
29 C 0.55 -3.95 -7.04
30 H 0.04 -4.88 -7.29
31 C 1.76 -4.00 -6.33
32 H 2.19 -4.95 -6.03
33 C 2.41 -2.82 -5.98
34 H 3.36 -2.85 -5.45
35 H 2.85 0.05 -4.31
36 Si -0.39 -0.20 -0.16
37 C -0.96 -1.83 -0.90
38 C -2.07 -1.89 -1.75
39 H -2.58 -0.97 -2.06
40 C -2.56 -3.13 -2.19
41 H -3.44 -3.17 -2.83
42 C -1.94 -4.32 -1.77
43 H -2.33 -5.28 -2.10
44 C -0.85 -4.27 -0.89
45 H -0.40 -5.18 -0.51
46 C -0.35 -3.03 -0.47
47 H 0.50 -3.01 0.22
48 C -1.38 1.23 -0.84
49 C -2.55 1.56 -0.13
50 H -2.76 1.07 0.84
51 C -3.46 2.49 -0.64
52 H -4.38 2.69 -0.10
53 C -3.16 3.16 -1.83
54 H -3.87 3.88 -2.23
55 C -1.95 2.93 -2.49
56 H -1.70 3.50 -3.39
57 C -1.04 1.99 -1.98
58 H -0.08 1.83 -2.47
59 H 4.05 -0.07 -6.48
60 Cl 1.61 0.06 -0.68
61 C 3.90 0.00 5.62
62 As 2.22 -0.38 4.70
63 C 2.27 -2.37 4.63
64 C 1.01 0.30 6.16
65 C 1.05 -0.20 7.46
66 C 0.37 0.47 8.49
67 C -0.34 1.64 8.21
68 C -0.40 2.15 6.91
69 C 0.21 1.44 5.87
70 As -0.07 1.96 3.98
71 C -1.45 3.31 4.17
72 C 1.56 3.02 3.73
73 H 4.71 -0.23 4.92
74 H 3.97 -0.63 6.52
75 H 3.92 1.06 5.90
76 H 2.80 -2.70 5.53
77 H 1.26 -2.81 4.57
78 H 2.85 -2.64 3.73
79 H 1.60 -1.12 7.70
80 H 0.39 0.07 9.51
81 H -0.86 2.18 9.01
82 H -0.90 3.11 6.72
83 H -1.02 4.15 4.72
84 H -1.73 3.59 3.15
85 H -2.29 2.86 4.71
86 H 1.51 3.85 4.45
87 H 2.44 2.39 3.88
88 H 1.51 3.39 2.70



[2]
Computed, not measured: a structure of composition C39H43BrGeN9RbS2, with ωB97M-V with the def2-TZVPD basis set.

Calculated values
**Frontier orbital gap**: 7.48 eV
**Net charge**: +2
**HOMO**: -13.36 eV

Geometry (Å):
1 Rb 1.56 0.39 0.72
2 C 3.82 0.85 5.05
3 C 3.28 0.94 3.77
4 N 2.66 -0.10 3.17
5 C 2.76 -1.28 3.80
6 C 3.18 -1.35 5.15
7 N 3.80 -0.31 5.72
8 C 2.28 -2.43 3.05
9 C 1.99 -3.68 3.70
10 C 1.23 -4.63 3.05
11 C 1.08 -4.45 1.62
12 C 1.58 -3.29 1.01
13 N 1.95 -2.21 1.77
14 C 1.57 -3.16 -0.48
15 C 1.81 -4.32 -1.27
16 N 1.95 -4.32 -2.60
17 C 1.93 -3.09 -3.16
18 C 1.54 -1.98 -2.42
19 N 1.32 -1.97 -1.08
20 C 0.58 -5.76 3.86
21 C -0.31 -6.69 3.24
22 C -0.87 -7.70 4.00
23 N -0.52 -7.91 5.28
24 C 0.35 -7.14 5.83
25 C 0.88 -5.99 5.21
26 H 4.30 1.72 5.53
27 H 3.31 1.93 3.22
28 H 3.28 -2.22 5.79
29 H 2.31 -3.88 4.70
30 H 0.64 -5.22 1.02
31 H 1.90 -5.23 -0.75
32 H 2.01 -3.01 -4.21
33 H 1.32 -0.97 -2.78
34 H -0.55 -6.82 2.16
35 H -1.67 -8.40 3.66
36 H 0.58 -7.36 6.85
37 H 1.58 -5.27 5.66
38 C 1.85 4.80 0.18
39 C 0.70 4.17 0.92
40 N -0.03 3.17 0.49
41 C -0.91 2.74 1.52
42 C -0.85 3.47 2.72
43 S 0.38 4.68 2.53
44 C -1.91 1.70 1.28
45 C -2.76 1.29 2.31
46 S -3.42 -0.26 1.95
47 C -2.59 -0.32 0.48
48 N -1.90 0.84 0.15
49 C -2.60 -1.55 -0.42
50 H 1.86 4.36 -0.86
51 H 2.76 4.54 0.79
52 H 1.82 5.94 0.06
53 H -1.62 3.67 3.47
54 H -3.08 1.81 3.22
55 H -2.47 -2.46 0.19
56 H -1.75 -1.56 -1.18
57 H -3.61 -1.66 -0.86
58 C -5.88 -0.43 -4.78
59 C -5.08 -0.07 -3.50
60 C -5.05 1.48 -3.24
61 C -4.42 1.84 -1.89
62 Ge -2.45 1.53 -1.74
63 C -1.64 3.28 -2.46
64 C -2.55 4.37 -2.94
65 C -1.65 5.62 -3.21
66 C -2.44 6.84 -3.70
67 H -5.92 -1.53 -5.00
68 H -5.38 0.08 -5.63
69 H -6.94 0.00 -4.66
70 H -4.02 -0.51 -3.49
71 H -5.57 -0.52 -2.60
72 H -6.11 1.90 -3.12
73 H -4.67 1.98 -4.10
74 H -4.91 1.22 -1.12
75 H -4.59 2.87 -1.62
76 H -2.07 0.27 -2.64
77 H -0.88 2.93 -3.20
78 H -1.17 3.64 -1.55
79 H -3.41 4.64 -2.25
80 H -3.03 4.16 -3.91
81 H -0.95 5.37 -4.06
82 H -1.01 5.81 -2.36
83 H -3.19 6.65 -4.47
84 H -1.75 7.56 -4.13
85 H -3.03 7.34 -2.87
86 Br 7.93 1.51 -2.95
87 C 6.36 0.98 -2.12
88 C 6.33 0.81 -0.74
89 C 5.14 0.67 -0.08
90 N 4.03 0.57 -0.80
91 C 4.01 0.61 -2.15
92 C 5.23 0.75 -2.91
93 H 7.22 0.96 -0.08
94 H 4.93 0.62 0.98
95 H 3.08 0.52 -2.75
96 H 5.23 0.59 -3.95



[3]
Computed, not measured: a structure of composition C39H43CdN6O2P2S, with ωB97M-V with the def2-TZVPD basis set.

Calculated values
**Frontier orbital gap**: 7.86 eV
**Net charge**: +1
**HOMO**: -9.99 eV

Geometry (Å):
1 Cd -0.08 -0.50 -1.95
2 C 3.26 -0.13 -0.65
3 N 2.60 -0.48 0.59
4 C 1.81 0.57 1.21
5 P 0.03 0.37 0.73
6 C -0.76 1.86 1.41
7 C -1.61 2.59 0.58
8 C -2.22 3.75 1.04
9 C -1.98 4.19 2.34
10 C -1.12 3.48 3.17
11 C -0.51 2.33 2.71
12 C -0.56 -1.04 1.74
13 C -1.33 -0.93 2.90
14 C -1.79 -2.06 3.55
15 C -1.48 -3.33 3.07
16 C -0.68 -3.45 1.94
17 C -0.23 -2.31 1.27
18 C 3.32 -1.35 1.46
19 C 4.58 -1.84 1.12
20 C 5.24 -2.72 1.97
21 C 4.68 -3.12 3.17
22 C 3.43 -2.62 3.51
23 C 2.75 -1.75 2.67
24 P 2.23 0.66 -1.97
25 C 2.08 2.43 -1.58
26 C 3.14 3.17 -1.06
27 C 2.97 4.51 -0.77
28 C 1.75 5.13 -1.01
29 C 0.69 4.40 -1.53
30 C 0.86 3.05 -1.81
31 C 3.34 0.53 -3.39
32 C 3.66 -0.75 -3.85
33 C 4.49 -0.90 -4.95
34 C 5.00 0.22 -5.60
35 C 4.66 1.49 -5.16
36 C 3.84 1.65 -4.05
37 H 3.59 -1.05 -1.13
38 H 4.16 0.50 -0.50
39 H 2.12 1.56 0.88
40 H 1.93 0.54 2.30
41 H -1.80 2.26 -0.43
42 H -2.87 4.31 0.39
43 H -2.45 5.10 2.70
44 H -0.92 3.84 4.17
45 H 0.17 1.79 3.36
46 H -1.53 0.05 3.33
47 H -2.37 -1.96 4.46
48 H -1.82 -4.21 3.58
49 H -0.38 -4.42 1.57
50 H 0.42 -2.43 0.41
51 H 5.07 -1.56 0.20
52 H 6.22 -3.09 1.68
53 H 5.20 -3.80 3.82
54 H 2.96 -2.92 4.44
55 H 1.77 -1.42 2.96
56 H 4.11 2.71 -0.88
57 H 3.80 5.09 -0.37
58 H 1.62 6.18 -0.79
59 H -0.26 4.87 -1.73
60 H 0.03 2.48 -2.22
61 H 3.26 -1.63 -3.36
62 H 4.74 -1.89 -5.29
63 H 5.64 0.10 -6.46
64 H 5.05 2.36 -5.67
65 H 3.58 2.65 -3.71
66 N -1.98 -1.85 -1.47
67 C -3.11 -0.99 -1.10
68 C -4.47 -1.65 -1.40
69 C -4.90 -2.68 -0.35
70 C -5.77 -2.14 0.78
71 N -5.13 -1.09 1.58
72 C -5.03 0.19 1.22
73 N -4.06 0.94 1.73
74 N -5.88 0.77 0.36
75 C -2.97 0.43 -1.71
76 O -3.88 1.23 -1.47
77 O -1.91 0.71 -2.35
78 H -2.11 -2.29 -2.37
79 H -1.82 -2.59 -0.79
80 H -3.01 -0.83 -0.03
81 H -4.38 -2.13 -2.37
82 H -5.23 -0.88 -1.52
83 H -4.02 -3.17 0.08
84 H -5.48 -3.47 -0.83
85 H -6.03 -2.94 1.47
86 H -6.71 -1.76 0.39
87 H -4.48 -1.40 2.30
88 H -3.23 0.51 2.12
89 H -3.99 1.91 1.46
90 H -6.67 0.22 0.05
91 H -5.40 1.28 -0.38
92 S 2.47 -3.87 -1.14
93 C 1.41 -3.05 -2.06
94 N 0.65 -2.46 -2.73



[4]
Computed, not measured: a structure of composition C39H43ClP2Si2Sr, with ωB97M-V with the def2-TZVPD basis set.

Calculated values
**Frontier orbital gap**: 6.71 eV
**HOMO**: -6.97 eV

Geometry (Å):
1 C -2.20 -0.87 3.59
2 C -2.98 -0.49 2.46
3 C -2.65 -1.37 1.39
4 H -3.76 0.28 2.44
5 C -1.65 -2.28 1.85
6 C -1.39 -1.98 3.22
7 H -0.73 -2.54 3.89
8 H -2.28 -0.45 4.60
9 H -3.14 -1.42 0.41
10 H -1.21 -3.10 1.27
11 Sr -0.32 0.20 1.74
12 Si 0.94 -0.36 -1.81
13 C -0.27 1.12 -1.59
14 C 0.20 2.40 -1.93
15 H 1.25 2.54 -2.24
16 C -0.68 3.49 -1.97
17 H -0.33 4.44 -2.35
18 C -1.99 3.37 -1.52
19 H -2.67 4.23 -1.53
20 C -2.43 2.13 -1.05
21 H -3.44 2.03 -0.65
22 C -1.59 1.01 -1.13
23 H -2.02 0.03 -0.87
24 C -0.29 -1.87 -1.84
25 C -1.49 -1.86 -2.56
26 H -1.85 -0.96 -3.06
27 C -2.22 -3.04 -2.74
28 H -3.11 -3.04 -3.37
29 C -1.80 -4.23 -2.12
30 H -2.36 -5.15 -2.27
31 C -0.63 -4.23 -1.36
32 H -0.29 -5.15 -0.90
33 C 0.12 -3.06 -1.22
34 H 1.05 -3.08 -0.65
35 H 0.87 -0.52 -0.30
36 Si 1.25 -0.25 -4.12
37 C 0.92 -1.86 -4.98
38 C 0.10 -1.90 -6.13
39 H -0.16 -0.97 -6.64
40 C -0.40 -3.12 -6.58
41 H -1.06 -3.15 -7.46
42 C -0.07 -4.31 -5.92
43 H -0.49 -5.27 -6.26
44 C 0.80 -4.29 -4.83
45 H 1.05 -5.21 -4.30
46 C 1.34 -3.07 -4.40
47 H 2.05 -3.05 -3.57
48 C 0.40 1.11 -5.06
49 C -1.00 1.23 -4.98
50 H -1.57 0.50 -4.40
51 C -1.66 2.29 -5.61
52 H -2.75 2.37 -5.51
53 C -0.94 3.23 -6.35
54 H -1.46 4.03 -6.86
55 C 0.46 3.13 -6.42
56 H 1.01 3.88 -6.99
57 C 1.12 2.10 -5.76
58 H 2.21 2.06 -5.75
59 H 2.74 -0.02 -4.04
60 Cl 3.09 -0.17 -1.36
61 C -1.60 2.25 5.70
62 P -0.29 1.94 4.46
63 C -0.09 3.61 3.75
64 C 1.18 1.90 5.59
65 C 1.42 2.88 6.55
66 C 2.55 2.80 7.37
67 C 3.43 1.73 7.23
68 C 3.19 0.74 6.27
69 C 2.08 0.81 5.43
70 P 1.68 -0.45 4.16
71 C 3.31 -0.64 3.35
72 C 1.67 -1.93 5.24
73 H -2.58 2.11 5.22
74 H -1.52 3.28 6.08
75 H -1.50 1.53 6.52
76 H -0.09 4.37 4.54
77 H 0.87 3.65 3.21
78 H -0.91 3.79 3.04
79 H 0.74 3.72 6.67
80 H 2.74 3.57 8.12
81 H 4.32 1.65 7.88
82 H 3.89 -0.10 6.17
83 H 4.07 -0.94 4.08
84 H 3.22 -1.41 2.57
85 H 3.60 0.31 2.90
86 H 2.63 -2.04 5.75
87 H 0.87 -1.83 5.99
88 H 1.48 -2.82 4.62



[5]
Computed, not measured: a structure of composition C39H43FN6O4PtSi2, with ωB97M-V with the def2-TZVPD basis set.

Calculated values
**Frontier orbital gap**: 6.45 eV
**Net charge**: +2
**HOMO**: -11.71 eV

Geometry (Å):
1 Pt -2.85 1.23 0.09
2 C 3.49 1.68 4.52
3 C 2.99 0.35 3.97
4 N 2.02 0.54 2.88
5 C 0.71 0.56 3.18
6 C -0.30 0.87 2.31
7 C -1.71 0.89 2.90
8 O -1.88 0.33 3.96
9 O -2.55 1.60 2.24
10 C 0.03 1.14 0.96
11 O -0.79 1.40 0.02
12 C 1.44 1.14 0.63
13 C 1.85 1.45 -0.67
14 C 3.18 1.49 -1.00
15 F 3.51 1.83 -2.25
16 C 4.19 1.20 -0.05
17 C 3.77 0.87 1.23
18 C 2.42 0.85 1.59
19 N 5.57 1.21 -0.35
20 C 6.46 1.95 0.54
21 C 7.76 1.16 0.69
22 N 7.95 0.34 -0.56
23 C 7.56 1.14 -1.77
24 C 6.03 1.34 -1.74
25 H 4.21 1.51 5.32
26 H 2.66 2.26 4.93
27 H 3.97 2.28 3.74
28 H 2.47 -0.21 4.75
29 H 3.80 -0.27 3.62
30 H 0.44 0.33 4.20
31 H 1.12 1.71 -1.42
32 H 4.52 0.61 1.96
33 H 6.01 2.08 1.52
34 H 6.66 2.95 0.14
35 H 7.74 0.46 1.53
36 H 8.63 1.81 0.79
37 H 7.32 -0.46 -0.51
38 H 8.90 -0.01 -0.63
39 H 7.87 0.61 -2.66
40 H 8.10 2.08 -1.71
41 H 5.55 0.57 -2.34
42 H 5.81 2.31 -2.18
43 C -1.25 0.23 -2.86
44 Si -2.73 1.21 -2.28
45 C -4.26 0.48 -3.09
46 C -2.58 3.03 -2.71
47 C -2.54 3.40 -4.06
48 C -2.48 4.74 -4.42
49 C -2.45 5.72 -3.44
50 C -2.48 5.36 -2.11
51 C -2.55 4.02 -1.72
52 Si -2.63 3.64 0.11
53 C -1.11 4.28 0.97
54 C -4.17 4.31 0.92
55 H -1.29 0.20 -3.95
56 H -1.25 -0.79 -2.49
57 H -0.31 0.70 -2.57
58 H -4.20 0.65 -4.16
59 H -5.18 0.95 -2.74
60 H -4.33 -0.60 -2.93
61 H -2.56 2.65 -4.84
62 H -2.46 5.01 -5.47
63 H -2.42 6.77 -3.73
64 H -2.45 6.15 -1.36
65 H -1.14 5.37 0.91
66 H -0.19 3.94 0.50
67 H -1.10 4.00 2.03
68 H -4.08 5.40 1.02
69 H -4.29 3.89 1.92
70 H -5.06 4.11 0.32
71 O -5.85 1.39 0.03
72 C -4.73 1.33 0.05
73 N -2.04 -6.21 0.76
74 C -2.53 -7.49 0.64
75 C -1.98 -8.74 0.94
76 C -2.77 -9.83 0.67
77 C -4.06 -9.71 0.13
78 C -4.60 -8.47 -0.16
79 C -3.81 -7.35 0.10
80 N -4.09 -6.01 -0.10
81 C -3.03 -5.37 0.30
82 C -2.93 -3.92 0.26
83 C -1.79 -3.20 0.65
84 C -1.79 -1.83 0.54
85 N -2.83 -1.13 0.09
86 C -3.93 -1.81 -0.27
87 C -4.02 -3.18 -0.21
88 H -1.15 -5.94 1.14
89 H -0.98 -8.84 1.35
90 H -2.39 -10.82 0.89
91 H -4.64 -10.60 -0.06
92 H -5.59 -8.37 -0.57
93 H -0.91 -3.70 1.03
94 H -0.92 -1.26 0.84
95 H -4.77 -1.24 -0.63
96 H -4.92 -3.70 -0.51